15
Properties=species:S:1:pos:R:3:forces:R:3:lowdin_spin:R:1 method="wB97M-V/def2-TZVPD" s_squared=0.750 spin_multiplicity=2 e_homo_ha="0.0467 / -0.2091" gap_ev="1.9 / 8.8" e_lumo_ev="3.129 / 3.105" e_above_lowest_ev=0.3832 e_tot_ha=-593.66198 charge=-1
C 0.299 1.796 0.786 -0.43 0.10 -0.58 0.06
C 0.888 0.869 -0.265 0.14 -0.03 -0.41 0.04
S 0.078 1.065 -1.895 -0.14 0.20 0.12 0.09
C 0.597 -0.479 -2.690 -0.01 0.47 0.13 0.03
H 0.278 1.297 1.742 0.25 0.07 0.45 0.03
H 0.755 2.785 0.833 0.27 -0.14 0.07 0.00
H -0.739 1.966 0.531 -0.39 0.04 0.07 0.01
H 1.940 1.057 -0.459 0.23 -0.07 0.30 0.00
H 0.766 -0.164 0.056 -0.08 -0.06 -0.07 0.03
H -0.247 -1.158 -2.719 0.06 -0.31 0.05 0.01
H 1.417 -0.870 -2.099 0.05 -0.32 -0.03 0.00
H 0.954 -0.281 -3.697 -0.02 0.03 -0.07 0.00
H -2.575 -1.874 3.365 -0.02 0.01 -0.14 0.14
H -2.468 -3.391 3.121 -0.06 0.12 -0.07 0.11
O -1.943 -2.616 3.389 0.14 -0.11 0.17 0.43